## w
The following is a DFT calculation (ωB97M-V with the def2-TZVPD basis set) of 2 unconnected molecules or ions with the total composition C3H11N2S.

The net charge is +1.

Last column: Mulliken charge in e.
CARTESIAN COORDINATES (ANGSTROEM)
C  -1.442  -1.227  -1.402  -0.778
C  2.051  0.235  1.124  -0.607
C  -1.185  0.869  -0.188  0.491
N  -1.970  -0.069  -0.719  -0.151
N  1.790  0.315  -0.306  -0.652
S  -1.668  2.123  0.864  -0.047
H  -1.034  -1.962  -0.759  0.320
H  -2.199  -1.554  -2.049  0.347
H  -0.532  -0.866  -1.898  0.306
H  1.040  0.739  1.560  0.129
H  2.349  -0.828  1.313  0.286
H  2.793  0.921  1.403  0.317
H  -0.074  0.726  -0.519  0.115
H  -2.947  -0.113  -0.530  0.229
H  1.959  1.337  -0.595  0.262
H  2.555  -0.149  -0.809  0.263
H  -2.861  1.716  1.120  0.169

=====

## x
The following is a DFT calculation (ωB97M-V with the def2-TZVPD basis set) of a molecular structure, C3H11N2S.

The net charge is +1.

Last column: Mulliken charge in e.
CARTESIAN COORDINATES (ANGSTROEM)
C  -1.866  0.028  0.253  -1.379
C  -0.570  0.705  -0.188  0.323
C  0.620  -0.075  0.175  0.448
N  0.514  -1.350  0.401  -0.212
N  -0.119  1.996  0.325  -0.660
S  1.987  0.933  0.361  0.047
H  -2.835  0.507  0.271  0.375
H  -1.989  -0.845  -0.437  0.332
H  -1.636  -0.422  1.305  0.306
H  -0.625  0.964  -1.203  0.291
H  1.838  -1.353  -1.730  -0.198
H  1.268  -1.795  0.763  0.229
H  -0.341  -1.877  0.137  0.245
H  1.758  -1.995  -2.159  0.239
H  0.020  1.990  1.317  0.231
H  -0.759  2.727  0.188  0.233
H  2.735  -0.137  0.222  0.151

=====

Pick w: it beats the second-best structure by 53.7 kJ/mol.

=====

## w
The following is a DFT calculation (ωB97M-V with the def2-TZVPD basis set) of 2 unconnected molecules or ions with the total composition C3H11N2S.

The net charge is +1.

Last column: Mulliken charge in e.
CARTESIAN COORDINATES (ANGSTROEM)
C  0.943  3.736  1.081  -0.987
C  1.040  2.278  1.533  -0.453
S  0.316  0.886  0.338  -0.373
H  1.387  3.844  0.075  0.302
H  -0.072  4.121  0.830  0.308
H  1.413  4.357  1.783  0.343
H  0.586  1.853  2.340  0.384
H  2.042  1.940  1.429  0.344
H  0.124  1.631  -0.818  0.125
N  -0.977  -2.093  -0.092  -0.251
C  -0.548  -2.465  -1.271  0.248
N  -1.051  -3.586  -1.869  -0.423
H  -1.968  -2.381  0.198  0.285
H  -0.431  -1.471  0.509  0.227
H  0.339  -1.965  -1.719  0.328
H  -1.278  -3.266  -2.898  0.314
H  -1.600  -4.369  -1.474  0.280

=====

## x
The following is a DFT calculation (ωB97M-V with the def2-TZVPD basis set) of a gas-phase ion, C3H11N2S (charge +1).

As for the SMILES: C[C@H](N)[C@@H]([NH3+])S. The net charge is +1.

Last column: Mulliken charge in e.
CARTESIAN COORDINATES (ANGSTROEM)
C  -1.275  0.030  1.147  -1.002
C  -0.718  -0.235  -0.391  0.206
N  -0.828  -1.624  -0.748  -0.636
C  0.759  0.165  -0.566  -0.417
N  1.139  1.369  0.221  -0.424
S  1.926  -1.065  -0.157  -0.204
H  -0.338  -0.332  1.723  0.245
H  -1.285  1.145  1.294  0.273
H  -2.279  -0.468  1.327  0.383
H  -1.333  0.260  -1.123  0.364
H  -0.187  -2.183  -0.212  0.219
H  -1.717  -1.898  -0.452  0.282
H  1.019  0.478  -1.633  0.294
H  0.555  2.210  -0.082  0.391
H  1.029  1.299  1.337  0.418
H  2.078  1.747  0.175  0.375
H  1.719  -1.670  -1.357  0.235

=====

Pick w: it beats the second-best structure by 24.4 kJ/mol.

=====

## w
The following is a DFT calculation (ωB97M-V with the def2-TZVPD basis set) of 2 unconnected molecules or ions with the total composition C3H11N2S.

The net charge is +1.

Last column: Mulliken charge in e.
CARTESIAN COORDINATES (ANGSTROEM)
C  0.296  1.544  -1.919  -0.969
C  1.243  0.409  -2.310  -0.227
S  1.055  -0.983  -1.204  -0.359
H  -0.298  2.011  -2.709  0.344
H  0.745  2.392  -1.364  0.278
H  -0.603  1.155  -1.350  0.148
H  1.021  0.046  -3.305  0.329
H  2.286  0.721  -2.208  0.333
H  2.262  -1.565  -1.293  0.185
N  -0.469  -0.437  1.561  -0.195
C  -1.401  0.348  2.052  0.232
N  -1.965  0.103  3.222  -0.340
H  -0.384  -1.353  1.990  0.183
H  0.267  -0.230  0.873  0.182
H  -1.560  1.248  1.488  0.359
H  -2.547  0.778  3.699  0.268
H  -2.043  -0.892  3.390  0.249

=====

## x
The following is a DFT calculation (ωB97M-V with the def2-TZVPD basis set) of 2 unconnected molecules or ions with the total composition C3H11N2S.

The net charge is +1.

Last column: Mulliken charge in e.
CARTESIAN COORDINATES (ANGSTROEM)
C  -0.999  -0.234  -2.104  -0.993
C  -1.931  0.504  0.003  -0.965
C  2.445  -0.525  1.560  -0.049
N  1.615  -0.450  0.581  -0.642
N  -0.781  0.621  -0.895  -0.010
S  2.114  0.430  3.028  -0.181
H  -0.015  -0.157  -2.742  0.298
H  -1.198  -1.202  -1.858  0.432
H  -1.937  0.026  -2.480  0.451
H  -2.337  -0.533  0.241  0.351
H  -1.757  1.003  0.953  0.380
H  -2.682  1.213  -0.240  0.408
H  3.384  -1.043  1.731  0.360
H  2.071  -0.984  -0.160  0.169
H  0.041  0.118  -0.377  0.449
H  -0.676  1.603  -1.210  0.370
H  2.643  -0.392  3.968  0.171

=====

Pick w: it beats the second-best structure by 119.9 kJ/mol.

=====

## w
The following is a DFT calculation (ωB97M-V with the def2-TZVPD basis set) of 3 unconnected molecules or ions with the total composition C2H10NO3.

The net charge is -1.

Last column: Mulliken charge in e.
CARTESIAN COORDINATES (ANGSTROEM)
C  -2.003  0.376  0.206  -0.710
N  -0.831  1.276  0.189  -0.423
C  0.252  0.773  -0.651  -0.503
O  0.880  -0.350  -0.192  -0.886
H  -2.699  0.654  -0.585  0.228
H  -1.721  -0.669  0.066  0.289
H  -2.537  0.483  1.155  0.297
H  -0.469  1.286  1.134  0.267
H  -0.196  0.611  -1.653  0.344
H  0.971  1.599  -0.738  0.282
H  -0.263  -2.763  -1.300  0.224
H  0.284  -1.532  -0.289  0.365
O  -0.225  -2.525  -0.372  -0.820
H  2.110  0.358  0.760  0.473
H  3.538  -0.099  0.942  0.278
O  2.909  0.521  1.328  -0.705

=====

## x
The following is a DFT calculation (ωB97M-V with the def2-TZVPD basis set) of 3 unconnected molecules or ions with the total composition C2H10NO3.

The net charge is -1.

Last column: Mulliken charge in e.
CARTESIAN COORDINATES (ANGSTROEM)
C  -1.320  0.086  1.385  -0.606
N  -1.046  1.234  0.601  -0.454
C  0.377  1.297  0.099  -0.768
O  0.837  0.041  -0.238  -0.959
H  -0.536  -0.644  1.288  0.140
H  -2.331  -0.252  1.101  0.304
H  -1.331  0.281  2.434  0.243
H  -1.572  1.118  -0.252  0.326
H  1.079  1.715  0.753  0.314
H  0.383  1.972  -0.722  0.457
H  1.356  -3.092  0.509  0.253
H  1.533  -1.492  0.180  0.450
O  1.888  -2.337  0.673  -0.701
H  -0.009  -0.055  -1.683  0.412
H  -1.160  0.907  -1.867  0.275
O  -0.779  0.122  -2.292  -0.685

=====

## y
The following is a DFT calculation (ωB97M-V with the def2-TZVPD basis set) of 3 unconnected molecules or ions with the total composition C2H10NO3.

The net charge is -1.

Last column: Mulliken charge in e.
CARTESIAN COORDINATES (ANGSTROEM)
C  0.502  -1.002  0.071  -0.285
O  -0.479  -0.456  -0.786  -0.673
C  0.172  -0.819  1.582  -0.720
N  0.034  0.531  2.000  -0.661
H  1.389  -0.351  -0.053  0.195
H  0.630  -2.015  -0.282  0.314
H  0.933  -1.449  2.067  0.347
H  -0.767  -1.377  1.731  0.275
H  -0.517  1.058  1.281  0.455
H  0.905  1.046  2.013  0.242
H  -1.222  0.294  -0.526  0.384
H  -1.092  2.100  -0.539  0.213
O  -1.586  1.587  0.107  -1.101
H  0.538  1.047  -2.939  0.274
H  0.041  -0.326  -2.499  0.428
O  0.519  0.133  -3.229  -0.688

=====

Pick w: it beats the second-best structure by 57.8 kJ/mol.